Below is a 2-piece molecular cluster, C3H8N2O2 overall, with properties calculated with the ωB97M-V functional and the def2-TZVPD basis.

```
15
Properties=species:S:1:pos:R:3:forces:R:3
C 0.4302 -1.2119 1.6273 -0.37 -0.19 -0.15
N 0.8952 -0.4725 0.4601 -0.38 3.93 1.10
C 0.4599 0.7778 0.4027 4.43 -2.16 1.73
O 1.2278 1.6636 -0.3004 -0.94 0.01 -0.13
H -0.6658 -1.2367 1.6678 0.03 -0.09 0.03
H 0.8028 -0.7357 2.5396 -0.04 -0.12 -0.07
H 0.8149 -2.2323 1.5885 -0.10 0.11 -0.03
H -0.1767 1.2625 1.1467 -0.34 -0.07 -0.47
H 1.9978 1.1727 -0.6276 -0.21 -0.07 0.02
N -0.9486 0.6214 -1.9964 -0.30 1.43 0.68
C -1.1319 -0.1616 -0.8653 -0.89 -6.06 -2.59
O -2.1856 -0.3751 -0.2631 1.45 1.90 0.28
H -0.9554 1.6225 -1.8378 -0.34 -0.04 -0.41
H -0.2546 0.3341 -2.6710 0.26 -0.05 0.58
H -0.3101 -1.0289 -0.8712 -2.27 1.46 -0.56
```
Forces are in eV/Å.

Computed properties:
Relative energy (zero: lowest compared OMol25 entry of this formula, charge and spin)   3.565 eV
SMILES   C/N=C/O.NC=O
DFT total energy   -379.01001 a.u.
Net charge   0

Atom charges from the Löwdin analysis, given in e for atoms 1 to 2:
1 C -0.119
2 N -0.044

***

Below is C23H47BrFN3O4S as an isolated structure, with properties calculated with the ωB97M-V functional and the def2-TZVPD basis.

```
80
Properties=species:S:1:pos:R:3:forces:R:3
C 0.0420 -3.2742 -2.4573 0.08 -0.07 -0.02
C 1.5495 -3.0997 -2.6257 -0.01 0.05 -0.02
C 2.0831 -1.8435 -1.9340 0.03 -0.02 0.09
C 1.7784 -1.7226 -0.4288 0.07 0.08 -0.03
C 1.3454 -0.2991 -0.0736 -0.04 0.12 0.10
N 3.0079 -2.0430 0.3992 -0.22 -0.34 0.09
Br 4.1092 -3.4341 -0.2431 0.07 0.17 -0.01
S 2.7749 -2.2670 2.0190 0.07 -0.01 -0.14
O 4.0269 -2.2400 2.6752 -0.05 -0.03 0.05
O 1.6633 -1.4971 2.4407 0.13 0.01 0.14
F 2.2795 -3.7614 2.0966 -0.02 0.06 -0.03
H -0.4745 -2.3333 -2.6521 -0.06 -0.02 -0.02
H -0.3465 -4.0237 -3.1470 0.00 0.01 -0.02
H -0.2192 -3.6042 -1.4506 -0.04 0.05 0.01
H 2.0738 -3.9940 -2.2845 0.00 0.01 0.05
H 1.7766 -2.9961 -3.6893 0.03 -0.04 -0.01
H 3.1553 -1.7400 -2.1022 0.02 0.03 -0.01
H 1.6264 -0.9829 -2.4233 -0.03 0.02 0.01
H 0.9935 -2.4308 -0.1567 0.00 -0.04 0.00
H 0.7310 0.1070 -0.8747 -0.02 -0.02 -0.04
H 0.7727 -0.2636 0.8487 0.05 0.03 -0.09
H 2.2225 0.3398 0.0483 -0.02 0.07 -0.10
C 4.4528 2.1475 3.8713 -0.08 -0.03 -0.01
C 4.8105 2.6617 2.4600 -0.08 -0.18 0.06
C 5.7334 3.8925 2.4987 0.07 -0.01 -0.01
C 5.0445 5.1960 2.8851 -0.01 -0.01 0.03
C 3.8195 5.4418 2.0116 0.02 0.05 -0.01
C 2.8245 4.2773 2.0590 -0.12 -0.13 0.04
N 3.5742 3.0261 1.6848 0.32 0.36 -0.15
O 3.6756 2.8460 0.4215 -0.18 -0.17 0.08
C 2.1756 4.1874 3.4416 0.00 -0.02 0.01
C 1.7110 4.4777 1.0369 0.04 0.05 -0.01
C 5.5228 1.5352 1.7152 0.01 0.04 0.00
H 3.3862 2.1735 4.0662 0.03 -0.07 -0.02
H 4.7596 1.1071 3.9732 0.05 0.01 0.02
H 4.9549 2.7222 4.6513 -0.03 0.03 0.01
H 6.1794 4.0122 1.5068 -0.06 -0.01 -0.03
H 6.5509 3.6711 3.1896 0.03 0.02 -0.03
H 4.7707 5.1911 3.9438 -0.03 -0.03 -0.01
H 5.7502 6.0194 2.7577 0.00 0.01 0.04
H 3.2973 6.3526 2.3166 0.03 0.01 0.00
H 4.1372 5.5823 0.9740 -0.02 -0.04 -0.01
H 1.5276 3.3124 3.5094 -0.01 0.01 0.00
H 1.5596 5.0769 3.5809 -0.01 -0.01 0.00
H 2.8894 4.1549 4.2601 -0.01 0.03 -0.01
H 2.1073 4.6439 0.0394 0.01 -0.01 -0.01
H 1.1191 5.3453 1.3336 0.00 -0.01 -0.01
H 1.0576 3.6050 1.0051 0.00 0.00 0.00
H 4.8558 0.6843 1.5717 0.00 -0.01 0.03
H 6.3682 1.2114 2.3255 -0.01 -0.01 -0.01
H 5.8880 1.8550 0.7433 -0.02 0.00 -0.02
C -7.3506 -1.6051 -1.7667 0.03 0.08 0.01
C -6.2508 -2.1814 -2.6842 -0.09 0.12 -0.01
C -5.8946 -3.6361 -2.3285 -0.02 -0.06 -0.03
C -5.0446 -3.7984 -1.0736 -0.02 0.02 0.02
C -3.8020 -2.9180 -1.1440 0.02 -0.05 0.00
C -4.1444 -1.4414 -1.3725 -0.04 0.15 0.04
N -4.9949 -1.3580 -2.6119 0.21 -0.46 -0.05
O -4.3181 -1.3354 -3.6985 -0.11 0.18 0.08
C -4.8331 -0.8590 -0.1367 -0.02 0.02 -0.01
C -2.8769 -0.6343 -1.6209 0.10 -0.01 0.02
C -6.7629 -2.1409 -4.1214 0.01 -0.02 0.02
H -7.0152 -0.7375 -1.2091 -0.03 0.01 -0.05
H -8.1988 -1.2789 -2.3677 -0.03 -0.06 0.01
H -7.7137 -2.3469 -1.0538 0.02 0.01 0.03
H -5.3544 -4.0683 -3.1760 0.04 0.06 0.00
H -6.8306 -4.1924 -2.2320 0.02 -0.04 -0.02
H -5.6287 -3.5735 -0.1769 0.00 0.04 -0.01
H -4.7426 -4.8439 -0.9848 -0.02 -0.01 0.04
H -3.2133 -2.9965 -0.2258 0.00 -0.03 0.00
H -3.1647 -3.2563 -1.9672 -0.01 0.04 -0.02
H -5.1506 0.1688 -0.3179 0.01 0.00 0.01
H -4.1076 -0.8505 0.6778 0.00 0.02 0.00
H -5.6917 -1.4340 0.1994 0.03 0.00 0.01
H -2.2921 -1.0552 -2.4328 -0.02 0.02 -0.03
H -2.2743 -0.6398 -0.7100 -0.01 -0.01 0.00
H -3.1107 0.4009 -1.8720 -0.04 -0.01 0.00
H -6.9166 -1.1116 -4.4459 -0.01 0.00 0.01
H -7.7212 -2.6634 -4.1514 0.01 0.00 -0.01
H -6.0756 -2.6191 -4.8133 0.02 0.02 0.00
```
Forces are in eV/Å.

Computed properties:
Relative energy (zero: lowest compared OMol25 entry of this formula, charge and spin)   0.225 eV
DFT total energy   -4441.69810 a.u.
Net charge   0
Multiplicity   3

Atom charges from the Löwdin analysis, given in e for atoms 1 to 2:
1 C -0.105
2 C -0.264